Computed, not measured: a molecular structure, C5H11N2O in a non-equilibrium geometry, with wB97M-V/def2-TZVPD.

F_max in eV/A: 5.86
ΔE to the lowest compared entry with this formula, charge and spin in kcal/mol: 145.1

```
! wB97M-V def2-TZVPD RIJCOSX def2/J DEFGRID3
* xyz 1 1
C 0.28332 1.56060 0.02609
C -1.04640 1.43810 0.08254
C -0.37471 -0.68545 -0.57319
C -2.55565 -0.54603 0.59888
C 3.16636 -0.59033 0.01611
N 1.06036 0.48775 -0.42468
N -1.53327 0.08124 -0.28619
O 2.04084 0.12456 0.49671
H 0.78134 2.48225 0.23428
H -1.72844 2.22285 0.29445
H -0.35195 -1.04409 -1.69372
H -0.13570 -1.42604 0.09289
H -2.17275 -0.71918 1.54568
H -3.36623 0.13084 0.81327
H -2.82512 -1.58328 0.18349
H 3.05710 -1.15680 -0.95900
H 3.59999 -1.28969 0.86739
H 3.95965 0.12086 -0.15327
H -1.85875 0.39184 -1.16174
*
```